No. 1
{
  "formula": "C24H53FO18S6",
  "method": "the ωB97M-V functional and the def2-TZVPD basis",
  "symbols": ["O", "S", "O", "O", "C", "C", "C", "H", "H", "H", "H", "H", "H", "H", "H", "O", "S", "O", "O", "C", "C", "C", "H", "H", "H", "H", "H", "H", "H", "H", "O", "S", "O", "O", "C", "C", "C", "H", "H", "H", "H", "H", "H", "H", "H", "O", "S", "O", "O", "C", "C", "C", "H", "H", "H", "H", "H", "H", "H", "H", "O", "S", "O", "O", "C", "C", "C", "H", "H", "H", "H", "H", "H", "H", "H", "O", "S", "O", "O", "C", "C", "C", "H", "H", "H", "H", "H", "H", "H", "H", "F", "C", "C", "C", "C", "C", "C", "H", "H", "H", "H", "H"],
  "positions_angstrom": [[-1.746, -0.337, -3.527], [-2.587, -1.379, -4.029], [-2.015, -2.471, -4.756], [-3.466, -1.998, -2.811], [-2.734, -2.819, -1.903], [-2.048, -2.059, -0.773], [-3.962, -0.656, -4.908], [-2.038, -3.492, -2.414], [-3.405, -3.547, -1.439], [-1.000, -1.842, -0.989], [-1.876, -2.701, 0.102], [-2.632, -1.212, -0.422], [-4.025, 0.376, -4.572], [-4.851, -1.149, -4.523], [-3.800, -0.763, -5.973], [6.471, 3.046, 1.247], [5.390, 3.954, 1.434], [5.264, 5.101, 0.586], [4.072, 3.053, 1.388], [2.906, 3.585, 0.761], [2.857, 3.521, -0.755], [5.277, 4.489, 3.135], [2.748, 4.601, 1.145], [2.001, 3.124, 1.166], [2.865, 2.474, -1.060], [3.807, 3.957, -1.070], [2.018, 4.046, -1.199], [5.054, 3.593, 3.707], [4.478, 5.225, 3.183], [6.210, 4.952, 3.439], [3.497, -0.585, -1.080], [2.099, -0.679, -1.378], [1.512, -1.987, -1.426], [1.283, 0.321, -0.443], [1.448, 0.257, 0.978], [0.275, 0.937, 1.641], [1.831, 0.152, -2.933], [2.403, 0.698, 1.291], [1.591, -0.774, 1.323], [-0.602, 0.288, 1.561], [-0.072, 1.821, 1.103], [0.503, 1.180, 2.674], [0.783, 0.132, -3.217], [2.439, -0.483, -3.578], [2.221, 1.162, -2.880], [4.225, -5.330, -6.250], [2.965, -4.696, -6.055], [2.182, -4.206, -7.151], [2.035, -5.723, -5.226], [0.613, -5.518, -5.293], [0.037, -5.538, -3.901], [3.133, -3.355, -4.870], [0.206, -6.323, -5.914], [0.247, -4.650, -5.843], [0.461, -4.796, -3.225], [0.165, -6.516, -3.425], [-1.053, -5.450, -3.915], [2.131, -3.160, -4.499], [3.596, -2.597, -5.496], [3.779, -3.687, -4.064], [2.364, -5.458, 5.136], [2.283, -4.748, 6.378], [2.986, -5.186, 7.534], [2.740, -3.241, 6.115], [2.488, -2.681, 4.797], [3.385, -1.485, 4.684], [0.580, -4.575, 6.780], [1.425, -2.444, 4.713], [2.718, -3.452, 4.064], [3.185, -0.871, 3.807], [4.454, -1.715, 4.632], [3.388, -0.889, 5.600], [0.005, -4.153, 5.960], [0.488, -4.001, 7.700], [0.187, -5.573, 6.971], [-3.886, 1.141, 2.017], [-3.432, 1.736, 3.240], [-2.045, 1.760, 3.565], [-3.888, 3.266, 3.301], [-5.200, 3.589, 2.825], [-5.225, 5.076, 2.477], [-4.352, 0.996, 4.578], [-5.934, 3.427, 3.623], [-5.541, 3.013, 1.965], [-4.907, 5.699, 3.309], [-6.245, 5.284, 2.161], [-4.502, 5.250, 1.679], [-4.191, 1.670, 5.414], [-3.853, 0.039, 4.727], [-5.366, 0.779, 4.261], [-0.154, 3.500, -3.592], [-1.330, 3.572, -2.935], [-1.516, 2.691, -1.889], [-2.693, 2.804, -1.166], [-3.662, 3.730, -1.523], [-3.417, 4.621, -2.564], [-2.274, 4.503, -3.338], [-0.675, 2.159, -1.469], [-2.886, 2.249, -0.253], [-4.624, 3.812, -1.035], [-4.141, 5.393, -2.796], [-1.899, 5.146, -4.127]],
  "atomic_forces_ev_per_a": [[0.268, -0.012, 0.021], [-0.902, -0.249, 0.391], [0.075, 0.084, -0.078], [0.437, 0.322, -0.595], [0.560, -1.187, 1.343], [0.841, -0.488, 0.360], [0.101, 0.037, 0.891], [0.134, 0.497, -0.348], [-0.650, 0.479, -0.354], [-0.278, 0.785, -0.472], [-0.633, -0.273, -0.148], [0.136, 0.215, -0.205], [0.177, 0.097, -0.263], [-0.033, -0.248, -0.442], [-0.064, -0.015, -0.055], [0.010, 0.068, 0.282], [0.199, 0.067, 0.311], [-0.220, -0.105, 0.036], [-0.060, -0.324, -0.533], [-2.052, 1.299, 0.334], [1.550, -0.399, 0.521], [0.080, -0.151, -0.506], [0.415, 0.216, -0.439], [0.534, -0.766, 0.257], [-0.135, 0.009, -0.093], [-0.256, 0.116, -0.528], [-0.124, 0.086, 0.182], [0.042, 0.096, 0.210], [-0.109, -0.095, 0.063], [0.099, -0.104, -0.082], [-0.059, 0.042, 0.396], [0.338, 0.593, -0.906], [-0.316, 0.214, 0.315], [-0.171, -0.280, -0.315], [0.970, -0.151, 1.010], [-0.615, -0.527, -0.677], [0.003, -0.590, 0.537], [-0.094, 0.431, -0.533], [-0.560, -0.120, -0.283], [0.073, -0.103, 0.448], [0.520, 0.302, 0.074], [-0.164, -0.011, 0.060], [-0.059, -0.084, 0.035], [-0.089, 0.233, -0.324], [0.077, -0.006, 0.024], [-0.092, -0.094, 0.006], [-0.874, 0.112, 0.866], [0.353, -0.015, -0.128], [0.583, 0.664, -0.559], [-1.243, -0.474, -0.231], [-0.377, -0.916, 0.581], [0.161, -1.094, -0.721], [0.137, -0.251, 0.343], [0.896, 0.455, 0.178], [-0.003, 0.183, -0.187], [0.416, 0.070, -0.087], [0.074, 0.465, -0.277], [0.009, 0.464, -0.113], [-0.172, 0.463, 0.402], [0.083, 0.048, -0.011], [0.050, -0.081, 0.206], [0.012, 0.200, -0.624], [0.009, 0.101, 0.029], [-0.201, -0.413, 0.210], [0.233, -0.369, 0.003], [1.001, 0.599, 0.308], [-0.377, -0.212, 0.397], [0.031, 0.198, 0.086], [0.034, 0.098, -0.085], [-0.309, 0.047, 0.093], [-0.180, -0.650, -0.297], [-0.697, 0.219, -0.153], [0.193, 0.189, -0.054], [0.019, 0.158, -0.107], [0.181, -0.072, -0.037], [0.095, 0.122, -0.075], [-0.445, 0.065, -0.003], [-0.057, -0.002, 0.121], [0.165, -0.726, -0.306], [-1.003, 1.118, 0.345], [0.524, -0.769, -0.135], [0.954, -0.079, -0.593], [0.224, -0.221, 0.097], [0.576, -0.273, -0.029], [-0.289, -0.028, 0.171], [0.099, 0.412, -0.063], [-0.254, 0.116, -0.211], [-0.431, -0.207, 0.253], [0.045, 0.058, 0.222], [-0.187, 0.438, 0.167], [0.072, 0.172, -0.161], [-0.243, -0.630, -0.023], [0.147, 0.832, 0.828], [-0.658, 0.035, 0.445], [0.023, 0.497, -0.622], [-0.295, -0.079, -0.536], [1.300, -0.167, 0.467], [0.006, -0.508, -0.370], [0.273, -0.355, -0.201], [0.167, -0.136, 0.372], [-0.040, -0.047, -0.038], [-0.711, 0.270, -0.082]],
  "smiles": "CCOS(C)(=O)=O.CCOS(C)(=O)=O.CCOS(C)(=O)=O.CCOS(C)(=O)=O.CCOS(C)(=O)=O.CCOS(C)(=O)=O.Fc1ccccc1",
  "total_charge": 0
}

No. 2
{
  "formula": "C30H34F5IN2O19S2",
  "method": "the ωB97M-V functional and the def2-TZVPD basis",
  "symbols": ["C", "C", "O", "C", "C", "O", "C", "C", "O", "C", "C", "C", "S", "C", "C", "C", "O", "I", "C", "C", "N", "S", "N", "C", "H", "H", "H", "H", "H", "H", "H", "H", "H", "H", "H", "H", "H", "H", "H", "H", "H", "H", "H", "C", "C", "O", "C", "O", "O", "F", "H", "H", "H", "C", "C", "O", "C", "O", "O", "F", "H", "H", "H", "C", "C", "O", "C", "O", "O", "F", "H", "H", "H", "C", "C", "O", "C", "O", "O", "F", "H", "H", "H", "C", "C", "O", "C", "O", "O", "F", "H", "H", "H"],
  "positions_angstrom": [[-1.325, 0.463, 1.804], [-2.275, 0.644, 3.127], [-2.670, 2.020, 3.441], [-3.443, 2.661, 2.371], [-4.960, 2.085, 2.151], [-5.054, 0.769, 1.510], [-4.553, 0.767, 0.129], [-5.517, 1.579, -0.947], [-4.684, 2.121, -2.034], [-4.280, 3.514, -1.787], [-2.628, 3.673, -1.622], [-1.970, 4.733, -0.514], [-3.081, 5.837, 0.564], [-0.345, 4.887, -0.288], [0.377, 5.869, 0.809], [0.045, 7.465, 0.637], [0.430, 8.190, -0.430], [-1.054, 8.549, 2.242], [0.654, 3.962, -1.245], [0.040, 2.913, -2.385], [0.827, 1.993, -3.322], [-0.414, 1.136, -4.213], [-1.989, 1.735, -3.656], [-1.603, 2.765, -2.576], [-1.834, -0.287, 1.038], [-0.271, 0.002, 2.093], [-1.089, 1.470, 1.240], [-3.185, -0.127, 3.087], [-1.618, 0.270, 4.052], [-3.575, 3.800, 2.706], [-2.862, 2.736, 1.330], [-5.435, 1.964, 3.238], [-5.610, 2.931, 1.629], [-3.444, 1.113, -0.003], [-4.582, -0.372, -0.230], [-6.242, 2.351, -0.447], [-6.220, 0.756, -1.452], [-4.624, 4.255, -2.645], [-4.752, 3.904, -0.789], [-3.947, 6.580, -0.291], [1.550, 5.716, 0.746], [0.043, 5.529, 1.902], [1.817, 4.020, -1.112], [2.135, -1.001, -2.785], [2.914, -1.331, -4.012], [4.213, -1.577, -3.522], [4.031, -2.043, -2.255], [4.890, -2.619, -1.608], [2.766, -1.794, -1.799], [2.968, -0.271, -4.849], [2.213, 0.055, -2.505], [1.078, -1.262, -2.880], [2.550, -2.213, -4.550], [1.278, 1.038, 7.482], [1.537, -0.036, 6.481], [1.030, 0.503, 5.282], [1.169, 1.852, 5.412], [1.099, 2.640, 4.483], [1.405, 2.215, 6.709], [0.834, -1.152, 6.778], [0.269, 0.989, 7.905], [2.002, 1.027, 8.301], [2.596, -0.285, 6.355], [-0.918, -4.039, -5.043], [-2.187, -4.457, -4.382], [-1.977, -4.130, -3.028], [-1.121, -3.070, -3.048], [-0.919, -2.336, -2.095], [-0.523, -2.924, -4.269], [-2.362, -5.795, -4.476], [-0.141, -4.809, -4.994], [-1.067, -3.757, -6.089], [-3.078, -3.939, -4.753], [3.032, -5.819, -7.450], [2.436, -6.340, -8.713], [1.067, -6.466, -8.403], [0.826, -5.510, -7.463], [-0.287, -5.124, -7.148], [1.986, -5.029, -6.920], [2.922, -7.568, -9.004], [3.282, -6.614, -6.739], [3.926, -5.216, -7.630], [2.559, -5.676, -9.575], [5.897, -2.862, 6.999], [5.745, -2.758, 8.478], [5.315, -1.430, 8.674], [4.634, -1.108, 7.538], [3.883, -0.151, 7.439], [4.888, -1.992, 6.526], [6.937, -2.915, 9.097], [6.873, -2.510, 6.648], [5.739, -3.880, 6.635], [5.010, -3.450, 8.904]],
  "atomic_forces_ev_per_a": [[0.316, -0.427, -0.499], [1.028, -1.676, 0.688], [-0.782, -0.897, -2.152], [-0.516, 1.375, -0.483], [0.087, 0.749, 1.542], [0.779, 1.837, -1.213], [-0.322, -0.897, -1.164], [-0.464, -1.569, 0.089], [-0.567, 1.883, 1.470], [1.042, 0.787, 0.579], [2.717, 0.903, 1.190], [0.811, -2.354, -3.090], [0.394, -0.730, -1.629], [0.656, -2.979, -3.696], [-0.476, -0.715, 0.559], [2.312, 3.208, -6.228], [-2.548, -5.126, 7.212], [0.883, -0.808, -0.945], [-3.620, 0.624, 0.676], [-0.956, -0.549, -0.341], [-5.684, 2.226, 2.264], [-0.856, 3.018, 2.809], [4.857, 3.083, 3.472], [1.076, -0.482, -0.329], [1.100, 1.642, 1.544], [-2.319, 0.992, -0.492], [-0.607, -1.910, 1.217], [1.708, 2.013, -0.110], [-1.500, 1.140, -1.905], [0.264, -2.575, -0.557], [-1.098, -0.446, 2.258], [1.046, 0.044, -2.409], [1.398, -1.784, 0.693], [-2.072, -0.361, 0.464], [0.123, 2.479, 1.040], [1.623, -1.196, -0.923], [1.570, 1.926, 0.980], [0.674, -1.832, 1.520], [0.976, -0.677, -1.766], [1.396, -1.167, 0.456], [-2.514, 0.470, -0.077], [0.648, 0.820, -2.416], [-2.590, -0.072, -0.278], [-1.246, 0.469, 0.266], [0.054, 0.441, -0.483], [-0.307, -0.539, 0.531], [1.821, -1.320, 2.129], [-1.939, 1.360, -1.508], [1.249, -0.536, -0.280], [-0.003, 0.074, -0.414], [0.119, -0.101, -0.281], [0.210, -0.078, 0.236], [0.045, 0.152, -0.126], [0.087, 0.158, 1.314], [-0.118, -0.774, -0.495], [0.113, 1.079, 0.031], [-0.344, 2.085, -2.180], [0.157, -1.750, 2.137], [-0.094, -0.081, -1.137], [-0.295, -0.590, 0.125], [0.021, -0.199, -0.187], [-0.088, 0.169, -0.287], [-1.153, 0.039, -0.308], [0.189, 0.351, -0.891], [-0.299, -0.738, -0.048], [0.368, 0.937, -0.171], [0.694, 1.772, 2.252], [-0.356, -1.621, -2.160], [-0.491, 0.279, 1.392], [-0.251, -0.173, -0.006], [-0.388, 0.123, 0.193], [0.063, 0.278, 0.836], [-0.015, -0.209, 0.060], [1.281, 0.209, 0.484], [0.269, -0.782, -0.523], [-0.027, 0.985, 0.526], [-2.488, 0.742, 0.686], [3.027, -1.700, -1.907], [-1.242, -0.113, -0.345], [0.043, -0.049, -0.220], [-0.086, -0.075, -0.264], [-0.263, 0.053, 0.115], [0.002, -0.212, -0.019], [0.483, -0.907, -0.876], [0.644, -0.261, 0.670], [-0.816, 0.013, -0.836], [-1.179, 1.890, -0.393], [3.133, -2.066, 0.953], [-0.571, 1.024, 0.844], [0.009, -0.108, 0.209], [-0.048, -0.014, 0.278], [-0.140, 0.262, -0.041], [0.176, 0.058, 0.104]],
  "smiles": "CCOCCOCCOCc1c(S)c(CC(=O)I)cc2nsnc12.O=C1OC[C@@H](F)O1.O=C1OC[C@@H](F)O1.O=C1OC[C@@H](F)O1.O=C1OC[C@@H](F)O1.O=C1OC[C@@H](F)O1",
  "total_charge": 0
}

Calculated energy, -130327.8664, -116886.0317 eV (same order as the records).
Calculated frontier orbital gap, 9.34, 6.75 eV (same order as the records).
Calculated LUMO energy, -0.1, -1.7 eV (same order as the records).